Entry 1:
Here is an isolated molecule of C3H4N2S2 from the Open Molecules 2025 dataset. Energies are from ωB97M-V with the def2-TZVPD basis set.

Output
Energy relative to the best compared isomer or geometry (same formula, charge and spin) ... 188.9 kJ/mol
Structure (SMILES) ... CC1=NSC=NS1
DFT total energy ... -1022.5437 Eh
Strongest force on any atom ... 2.18 eV/A
HOMO energy ... -8.69 eV

Structure (XYZ):
```
11
Properties=species:S:1:pos:R:3:forces:R:3
C -1.752 -0.354 0.794 -1.1904 -1.1206 -1.4411
C -0.562 0.184 -0.028 -0.5949 -0.0730 1.8158
N 0.158 0.974 0.683 -1.2407 -0.5686 -0.4720
S 1.520 1.615 0.043 1.5182 -0.3926 -1.1231
C 2.176 0.170 -0.818 -0.3004 0.0928 -0.0011
N 1.589 -0.740 -1.481 -1.0298 1.2039 0.7611
S -0.137 -0.428 -1.624 -0.0515 -0.2258 -0.0525
H -2.765 -0.483 0.242 1.9693 -0.1131 0.4339
H -1.986 0.380 1.540 0.2421 0.2856 0.5374
H -1.445 -1.321 1.279 -0.4645 0.8782 -0.5336
H 3.205 0.003 -0.629 1.1426 0.0332 0.0752
```
Positions in Å, forces in eV/Å.

=====

Entry 2:
Here is a structure of composition C33H30AsF6N2RuSb from the Open Molecules 2025 dataset. Energies are from ωB97M-V with the def2-TZVPD basis set.

Output
Energy relative to the best compared isomer or geometry (same formula, charge and spin) ... 21.0 kJ/mol
Spin multiplicity ... 6
DFT total energy ... -4554.1246 Eh
<S²> ... 8.85
Strongest force on any atom ... 0.82 eV/A
Net charge ... +3
HOMO energy (spin up / spin down) ... -16.28 / -16.27 eV

Structure (XYZ):
```
74
Properties=species:S:1:pos:R:3:forces:R:3
Ru -0.806 -1.838 0.076 -0.4403 -0.3766 0.5868
C 3.395 0.283 1.061 -0.0115 -0.0062 0.0403
C 4.091 -1.000 0.599 0.0318 0.0556 -0.0178
C 3.467 -1.587 -0.641 -0.0455 -0.0503 -0.0157
C 4.251 -1.707 -1.769 -0.0190 0.0274 0.0744
C 3.715 -2.056 -3.005 0.0026 -0.0212 -0.0383
C 2.332 -2.245 -3.159 -0.1120 0.0473 0.0573
C 1.495 -2.150 -2.082 0.0673 0.0225 -0.0521
C 0.027 -2.452 -2.272 0.1097 -0.0458 0.1377
C -0.378 -3.896 -1.943 -0.0282 0.0101 0.0317
C 2.059 -1.908 -0.779 0.0705 -0.0212 0.0533
N 1.207 -2.058 0.285 0.1564 -0.0303 -0.1347
C 1.579 -2.465 1.530 -0.0111 0.0421 0.0328
C 0.568 -2.669 2.420 0.0193 -0.0359 0.0293
C 0.459 -3.216 3.736 -0.0197 0.0156 -0.0342
C -0.879 -3.336 4.002 0.0303 0.0208 -0.0173
C -1.589 -2.872 2.861 -0.1056 0.0009 0.0848
N -0.733 -2.451 1.932 0.0646 0.0790 -0.2374
H 3.920 0.697 1.920 0.0056 0.0190 0.0019
H 2.358 0.115 1.357 -0.0104 0.0346 0.0105
H 3.406 1.030 0.267 -0.0166 0.0111 -0.0173
H 4.157 -1.713 1.420 0.0372 -0.0544 -0.0177
H 5.127 -0.770 0.349 -0.0146 -0.0071 0.0311
H 5.308 -1.488 -1.697 0.0117 0.0010 0.0046
H 4.365 -2.147 -3.866 0.0076 0.0052 -0.0101
H 1.934 -2.479 -4.138 -0.0214 -0.0081 -0.0120
H -0.254 -2.241 -3.306 0.0108 0.0249 0.0282
H -0.594 -1.644 -1.780 -0.2211 0.1484 -0.5048
H 0.236 -4.566 -2.545 -0.0056 -0.0067 -0.0205
H -1.424 -4.074 -2.186 0.0076 0.0040 0.0169
H -0.203 -4.186 -0.900 0.0051 0.0127 -0.0291
H 2.609 -2.696 1.754 -0.0120 0.0120 -0.0052
H 1.283 -3.493 4.375 0.0176 -0.0085 0.0224
H -1.336 -3.719 4.899 -0.0112 -0.0159 0.0215
H -2.658 -2.835 2.709 -0.0029 -0.0020 -0.0181
F -2.686 -2.940 -0.169 0.2935 0.1411 -0.0271
Sb -4.188 -1.628 -0.259 0.4742 0.5773 0.0579
F -3.071 -0.835 1.142 -0.0093 -0.1005 -0.1589
F -2.851 -0.755 -1.385 -0.2097 -0.0808 0.1266
F -5.224 -0.083 -0.228 -0.0322 -0.0502 -0.0163
F -4.923 -2.401 -1.760 -0.0071 -0.1493 0.1672
F -5.014 -2.589 1.088 -0.1235 -0.0464 -0.1903
C -4.964 3.318 0.397 -0.0990 -0.0491 0.2991
C -4.454 2.681 1.531 -0.0460 0.0496 -0.0124
C -3.257 2.025 1.432 -0.1126 0.0305 0.1812
C -2.565 1.954 0.174 -0.0049 -0.1179 -0.3200
C -3.061 2.617 -0.950 0.1111 -0.0959 0.0298
C -4.270 3.261 -0.854 0.1055 -0.0067 -0.1838
As -0.896 0.927 0.062 0.1954 0.1907 0.0325
C 0.023 1.767 -1.391 0.0591 -0.0128 0.0011
C -0.126 1.517 -2.747 0.0589 0.0507 -0.0581
C 0.635 2.258 -3.646 -0.0168 -0.0099 0.0438
C 1.525 3.219 -3.177 -0.0459 -0.0555 -0.0304
C 1.675 3.457 -1.816 -0.0756 -0.0710 0.0921
C 0.921 2.728 -0.901 -0.0190 -0.0150 -0.0786
C 0.976 2.856 0.573 0.0085 -0.0231 0.0515
C 1.790 3.729 1.286 -0.0670 -0.0822 -0.0730
C 1.768 3.714 2.674 -0.0426 -0.0479 0.0645
C 0.950 2.830 3.371 0.0030 0.0023 -0.0307
C 0.128 1.950 2.676 0.0078 0.0326 0.0543
C 0.142 1.981 1.290 0.0799 -0.0089 -0.0663
H -5.886 3.885 0.461 -0.0097 -0.0152 -0.0136
H -4.986 2.733 2.471 0.0048 0.0049 0.0039
H -2.821 1.557 2.305 -0.0181 -0.0021 -0.0200
H -2.530 2.583 -1.892 -0.0239 -0.0020 0.0086
H -4.719 3.723 -1.724 -0.0012 0.0212 -0.0057
H -0.835 0.780 -3.108 -0.0030 0.0029 -0.0085
H 0.527 2.096 -4.710 -0.0008 0.0018 -0.0052
H 2.108 3.797 -3.882 0.0031 0.0026 -0.0145
H 2.371 4.213 -1.481 0.0079 0.0072 0.0111
H 2.441 4.422 0.770 0.0077 0.0122 -0.0151
H 2.401 4.399 3.222 -0.0006 0.0052 0.0090
H 0.952 2.830 4.452 -0.0020 -0.0035 0.0026
H -0.503 1.255 3.219 0.0032 0.0091 0.0085
```
Positions in Å, forces in eV/Å.

=====

Entry 3:
Here is a structure of composition C32H27CrN6O9S2 from the Open Molecules 2025 dataset. Energies are from ωB97M-V with the def2-TZVPD basis set.

Output
Energy relative to the best compared isomer or geometry (same formula, charge and spin) ... 59.5 kJ/mol
Spin multiplicity ... 2
DFT total energy ... -4082.2342 Eh
<S²> ... 0.76
Strongest force on any atom ... 4.32 eV/A
HOMO energy (spin up / spin down) ... -7.76 / -7.76 eV

Structure (XYZ):
```
77
Properties=species:S:1:pos:R:3:forces:R:3
Cr -0.171 -0.634 -1.545 -1.7960 3.5798 -1.6181
O 4.514 -0.780 3.336 -0.0894 0.3032 1.1444
C 4.776 -1.037 2.170 -1.3151 -0.0854 -0.8579
O 5.795 -1.321 1.560 1.0129 -0.2178 -0.5219
C 3.471 -1.031 1.241 0.6005 -0.1368 0.4357
C 3.546 -1.464 -0.074 -0.5731 0.1564 -0.1698
C 2.389 -1.463 -0.842 0.2251 0.2864 0.7530
N 1.233 -0.988 -0.347 1.2671 -0.5592 1.0581
C 1.137 -0.609 0.938 0.9057 -0.1698 -0.0689
C 2.252 -0.644 1.774 -0.4333 0.0368 -0.5861
C -0.203 -0.181 1.291 -0.7233 0.3647 0.5421
C -0.568 0.276 2.558 0.2112 -0.0255 -0.3946
C -1.879 0.630 2.800 -0.1573 -0.0497 -0.4052
C -2.806 0.504 1.771 0.3256 0.1492 0.2181
C -2.364 0.076 0.533 -0.4157 0.0609 -0.2546
N -1.103 -0.252 0.285 0.4370 -0.6054 0.8033
C 2.233 -1.942 -2.201 0.0443 -0.3589 -0.6307
C 3.167 -2.718 -2.882 -0.1148 0.3345 0.1706
C 2.857 -3.184 -4.145 -0.3310 0.1548 0.0317
C 1.603 -2.901 -4.674 0.3496 0.0055 0.0531
C 0.731 -2.127 -3.940 -0.4179 0.0118 -0.2785
N 1.038 -1.628 -2.747 1.0490 -1.4676 -0.0307
H 4.503 -1.761 -0.472 0.1431 -0.0996 0.0621
H 2.221 -0.352 2.813 0.0384 -0.0173 0.0977
H 0.179 0.361 3.327 0.1324 -0.0220 0.1083
H -2.178 1.003 3.766 -0.0313 0.0098 0.1277
H -3.844 0.752 1.929 -0.0671 -0.0084 -0.1001
H -3.046 0.002 -0.305 -0.0182 -0.0822 -0.0198
H 4.109 -2.958 -2.415 0.0372 0.0165 0.0614
H 3.566 -3.772 -4.704 0.1057 -0.1347 -0.0381
H 1.305 -3.272 -5.641 -0.0573 -0.0260 -0.0558
H -0.253 -1.888 -4.323 0.0763 -0.0603 0.0944
N 2.066 0.811 -3.162 0.2570 0.1500 -0.0041
N 1.390 1.691 -4.004 0.2053 0.6331 -0.1036
C 0.088 1.611 -4.319 0.2810 -0.0154 0.0157
N -0.337 2.506 -5.241 0.0861 0.0384 0.0853
S -1.068 0.540 -3.729 -0.2500 -0.5682 0.1377
H 2.306 1.242 -2.252 -0.2045 0.0295 -0.2330
H 2.922 0.496 -3.611 -0.2182 0.0581 -0.1973
H 1.865 2.555 -4.271 -0.1812 -0.3543 0.0653
H 0.312 3.014 -5.819 0.0301 -0.0451 0.0037
H -1.269 2.368 -5.593 -0.0229 0.1182 0.0466
C -3.797 -2.253 4.101 -0.0024 -0.0931 -0.0571
C -3.189 -2.635 2.786 0.0645 -0.0788 -0.0579
C -3.951 -2.689 1.624 0.0563 -0.0945 -0.1178
C -3.364 -2.984 0.403 -0.1195 -0.1293 -0.0472
C -2.006 -3.228 0.348 0.3598 -0.1191 -0.3915
C -1.239 -3.215 1.495 0.1175 -0.1681 0.0793
C -1.831 -2.928 2.711 -0.1509 -0.0117 -0.0868
S -1.168 -3.397 -1.223 0.3137 -1.1745 0.4154
O 0.249 -3.480 -0.941 -0.4413 -0.5094 0.2579
O -1.744 -4.463 -1.992 -0.2329 0.2314 0.1728
O -1.460 -2.066 -1.871 -0.1667 0.7562 -0.1665
H -4.802 -1.865 3.967 -0.1387 0.0545 0.0488
H -3.188 -1.497 4.591 0.0301 0.1057 0.1029
H -3.846 -3.114 4.765 -0.0401 -0.0585 0.1003
H -5.011 -2.481 1.671 -0.1216 0.0268 0.0043
H -3.936 -3.015 -0.512 -0.1752 0.0328 -0.0496
H -0.183 -3.420 1.412 0.1307 0.0035 0.0688
H -1.233 -2.916 3.609 0.1138 0.0363 0.1327
O 2.211 1.932 -0.617 -0.0202 0.2352 0.2085
C 0.983 2.025 -0.541 0.6348 0.4696 0.2388
O 0.190 1.301 -1.232 -0.6836 -0.8791 -0.4959
C 0.333 3.039 0.346 -0.1681 -0.1054 -0.0630
C -1.046 3.210 0.313 0.2342 -0.1726 -0.0922
C -1.687 4.103 1.164 -0.0179 0.2824 0.2468
C -0.893 4.812 2.034 0.4844 -0.1644 -0.0953
O -1.263 5.727 2.978 -0.2996 -0.3383 -0.3335
C -0.061 6.197 3.552 0.1788 0.9917 0.8276
O 1.028 5.493 2.997 0.2080 -0.2804 -0.1504
C 0.498 4.661 2.053 -0.5620 -0.0846 -0.1684
C 1.137 3.781 1.220 -0.0506 0.1866 0.2033
H -1.624 2.626 -0.390 0.0253 0.0260 -0.0216
H -2.755 4.244 1.141 -0.1417 0.0141 0.0164
H -0.087 6.048 4.642 -0.0085 -0.0737 -0.2726
H 0.047 7.273 3.336 -0.0111 -0.2599 -0.0167
H 2.204 3.645 1.225 0.1977 -0.0454 0.0123
```
Positions in Å, forces in eV/Å.

=====

Entry 4:
Here is a cluster of 2 separate species, C2H9ClSi2 in total from the Open Molecules 2025 dataset. Energies are from ωB97M-V with the def2-TZVPD basis set.

Output
Energy relative to the best compared isomer or geometry (same formula, charge and spin) ... 290.8 kJ/mol
DFT total energy ... -1120.6770 Eh
Strongest force on any atom ... 2.28 eV/A
HOMO energy ... -8.25 eV

Structure (XYZ):
```
14
Properties=species:S:1:pos:R:3:forces:R:3
C -0.817 -0.996 1.225 0.8576 -1.2951 -1.5967
C 0.427 -0.084 1.196 -0.2009 -0.4101 -1.8283
Si 0.414 1.355 -0.056 -1.9495 1.1033 0.4307
Si -1.561 1.644 -2.754 1.1753 -1.3673 0.8968
Cl -3.550 1.343 -2.500 -1.3258 0.1728 0.6807
H -0.963 -1.748 0.416 0.5286 0.9562 -0.2469
H -0.707 -1.684 2.019 -0.2545 -0.3469 1.5378
H -1.734 -0.453 1.249 -0.6002 0.4951 0.4304
H 1.416 -0.595 0.931 -1.3579 0.3896 1.0480
H 0.357 0.448 2.147 0.8914 -0.0820 0.0007
H 0.224 2.525 0.930 0.1583 -0.3151 -1.1237
H 1.575 1.420 -0.885 0.8740 0.1104 -0.4030
H -1.638 2.346 -4.052 0.6409 0.6831 0.2221
H -1.267 0.265 -3.193 0.5628 -0.0942 -0.0486
```
Positions in Å, forces in eV/Å.

=====

Entry 5:
Here is the ion C2H6N5O with charge +1 from the Open Molecules 2025 dataset. Energies are from ωB97M-V with the def2-TZVPD basis set.

Output
Energy relative to the best compared isomer or geometry (same formula, charge and spin) ... 104.4 kJ/mol
Structure (SMILES) ... Cn1nc(O)[n+](N)n1
DFT total energy ... -428.4241 Eh
Strongest force on any atom ... 6.90 eV/A
Net charge ... +1
HOMO energy ... -14.51 eV

Structure (XYZ):
```
14
Properties=species:S:1:pos:R:3:forces:R:3
C 1.817 -1.563 0.382 0.2363 -0.7587 -0.6407
N 0.871 -0.442 0.199 1.9291 -2.0603 1.4936
N 1.204 0.657 -0.310 -5.0530 3.9773 -0.7452
C -0.307 1.345 -0.288 5.1467 -4.5609 0.5148
O -0.663 2.427 -0.865 -2.7522 -1.2717 0.6868
N -1.057 0.319 0.216 3.8800 2.4529 -0.9513
N -2.395 0.278 0.255 -1.5350 0.5102 -0.0880
N -0.281 -0.722 0.610 -3.1422 0.0780 -0.4079
H 1.212 -2.520 0.491 1.0461 1.3829 -0.5153
H 2.541 -1.457 -0.425 -0.5312 -0.6838 -0.6156
H 2.492 -1.435 1.195 -0.1677 0.4286 1.3257
H -0.058 3.090 -1.127 1.7186 0.9141 -0.2938
H -2.700 -0.682 0.291 -0.1086 -0.3309 0.0978
H -2.678 0.704 -0.623 -0.6671 -0.0778 0.1391
```
Positions in Å, forces in eV/Å.

=====

Entry 6:
Here is a cluster of 2 separate species, C16H31BBrFN3O7 in total from the Open Molecules 2025 dataset. Energies are from ωB97M-V with the def2-TZVPD basis set.

Output
Energy relative to the best compared isomer or geometry (same formula, charge and spin) ... 275.8 kJ/mol
DFT total energy ... -4017.9403 Eh
Strongest force on any atom ... 6.39 eV/A
Net charge ... -1
HOMO energy ... -4.62 eV

Structure (XYZ):
```
60
Properties=species:S:1:pos:R:3:forces:R:3
C -2.064 3.614 0.190 -1.0549 -0.1698 -0.0902
C -1.617 3.152 1.661 0.5464 0.8537 -0.5787
O -1.336 4.396 2.410 0.3209 -0.4118 -1.4559
C -0.267 2.285 1.719 -1.1391 0.4438 1.0639
C -0.453 0.699 1.504 1.9751 0.6954 2.1099
C -0.064 0.493 -0.042 -1.1227 -1.1128 -0.1680
C 0.163 -1.022 -0.491 4.6324 -1.3907 -1.2497
O 1.305 -1.350 -0.914 -6.1707 1.2276 1.1339
F -0.806 -2.060 -0.446 1.3380 2.6987 0.0205
O 0.569 0.102 2.340 -0.7175 1.5742 -1.4050
B 0.094 -1.135 3.049 1.2912 -0.3764 -1.2558
O -1.209 -1.368 2.344 -1.7484 2.0385 -0.8372
C -1.742 -0.059 2.120 0.2787 -1.8353 -1.0273
Br -2.328 0.459 4.004 0.2035 0.8431 0.0451
C -3.116 0.109 1.297 -0.1523 -0.0325 0.6460
C -3.973 -1.236 1.127 -0.0926 -0.6385 -0.2473
C -4.150 -1.768 -0.376 -1.0534 -0.6311 -0.3941
C -4.465 -0.641 -1.475 -0.3208 -0.1463 1.2902
N -3.176 -0.323 -2.163 -1.2490 1.0288 -1.1508
C -3.254 0.892 -2.999 0.3405 1.8095 -0.2117
N -3.667 2.085 -2.626 0.6914 -3.0850 -0.3234
N -2.766 0.744 -4.405 1.3011 0.2286 3.0126
H -3.203 3.826 0.210 1.8090 -0.2509 -0.0705
H -1.906 2.837 -0.633 -0.0873 0.9487 1.1793
H -1.576 4.591 -0.158 -0.4137 -1.4231 0.6389
H -2.517 2.681 2.178 1.5476 0.4519 -0.5532
H -0.713 4.874 1.805 -0.7596 -0.4623 1.0040
H 0.165 2.436 2.782 -0.8698 -0.4519 -1.7258
H 0.496 2.770 1.008 -1.1031 -0.9216 0.7838
H -0.832 0.970 -0.744 0.8529 -0.6063 0.9195
H 0.929 1.040 -0.219 -1.4497 -1.2384 0.3081
H 0.981 -1.918 2.800 -0.1383 -0.9578 -0.4475
H 0.092 -1.132 4.237 -0.6229 0.6018 0.6930
H -2.868 0.663 0.328 -0.4446 -0.9944 1.0067
H -3.772 0.836 1.913 1.2095 -1.1256 -1.1883
H -5.027 -1.063 1.552 1.5294 -0.0954 -0.6749
H -3.542 -2.120 1.737 -0.4060 1.7272 -0.8811
H -5.072 -2.472 -0.364 1.4905 1.0356 0.0427
H -3.284 -2.425 -0.755 -1.1416 1.2024 0.7305
H -4.919 0.266 -0.911 0.7400 -1.2048 -0.8361
H -5.289 -0.968 -2.218 1.6690 0.4005 0.9476
H -2.375 -0.317 -1.518 -0.6407 0.0934 -0.3920
H -3.934 2.015 -1.630 0.0319 0.1229 -0.5113
H -2.002 0.037 -4.321 -0.9990 0.3283 -0.3506
H -2.240 1.631 -4.566 -0.9063 -0.6945 -0.1663
C 7.637 -2.337 -2.338 -0.2593 -0.1043 -0.1397
C 7.873 -1.843 -0.924 0.2545 -0.2239 -0.2238
O 6.799 -1.002 -0.490 0.0272 -0.0569 0.2162
C 5.680 -1.645 -0.104 -0.7221 0.2512 0.0562
O 5.521 -2.843 -0.088 0.3212 0.4307 -0.0131
O 4.767 -0.725 0.235 1.0313 -0.3842 -0.1519
C 3.487 -1.271 0.580 -0.4195 -0.3624 0.2365
H 7.451 -1.496 -3.012 0.1552 -0.0063 0.0796
H 8.501 -2.898 -2.700 -0.0141 0.0595 0.0322
H 6.760 -2.985 -2.389 0.1169 -0.0018 0.1153
H 8.779 -1.232 -0.897 -0.2606 0.1573 0.1070
H 8.022 -2.672 -0.226 -0.2247 0.0628 -0.0693
H 3.577 -2.041 1.350 0.0907 0.0895 -0.1201
H 3.004 -1.674 -0.312 0.6619 -0.0236 0.5483
H 2.870 -0.463 0.974 0.2470 0.0149 -0.0570
```
Positions in Å, forces in eV/Å.